83
Properties=species:S:1:pos:R:3:forces:R:3 method="wB97M-V/def2-TZVPD" e_tot_ha=-5184.6894 homo_energy_ev=-2.71 charge=-2 mol_weight_da=875.65 homo_lumo_gap_ev=6.867 lumo_ev=4.162
Ti 1.097 -0.217 0.470 -0.8 0.5 0.6
C 1.108 3.416 -0.412 0.0 0.1 0.0
N 1.013 3.616 1.020 -0.1 0.0 0.0
C 1.026 4.983 1.491 0.0 0.0 0.0
C 0.386 4.899 2.881 0.0 0.0 0.0
N 0.009 3.500 3.038 0.0 -0.1 -0.1
C 0.459 2.879 4.281 -0.1 0.0 0.0
C 0.294 2.803 1.848 0.2 0.1 0.1
N -0.070 1.598 1.581 0.1 -0.1 -0.2
C -1.176 1.016 2.358 0.1 0.0 0.0
C -2.343 0.619 1.446 0.0 0.0 -0.1
N -2.497 -0.816 1.371 0.1 0.0 0.0
C -3.626 -1.380 1.462 0.0 -0.2 0.0
N -4.811 -0.914 2.060 0.0 0.1 -0.1
C -4.732 -0.138 3.278 0.0 0.0 0.0
C -5.814 -1.961 2.007 0.0 0.0 0.0
C -5.304 -2.844 0.881 0.0 0.0 0.0
N -3.868 -2.668 0.986 0.0 0.1 0.0
C -3.091 -3.128 -0.157 0.0 0.0 0.0
H 0.162 3.636 -0.917 0.0 0.0 0.0
H 1.406 2.399 -0.615 0.0 0.1 0.1
H 1.889 4.066 -0.805 0.0 -0.1 0.0
H 0.438 5.619 0.820 0.0 0.0 0.0
H 2.046 5.379 1.511 0.0 0.0 0.0
H -0.490 5.549 2.952 0.0 0.0 0.0
H 1.082 5.192 3.671 0.0 0.0 0.0
H 1.497 3.160 4.500 0.0 0.0 0.0
H 0.417 1.797 4.216 0.0 0.0 0.0
H -0.172 3.202 5.112 0.0 0.0 0.0
H -1.524 1.700 3.131 0.0 0.1 0.0
H -0.835 0.116 2.860 0.0 0.0 0.1
H -2.109 0.955 0.431 0.0 0.0 -0.1
H -3.245 1.162 1.744 -0.1 0.0 0.0
H -3.785 -0.318 3.799 0.0 0.0 0.0
H -5.551 -0.434 3.939 0.0 0.0 0.0
H -4.823 0.935 3.099 0.0 0.0 0.0
H -6.809 -1.556 1.806 0.0 0.0 0.0
H -5.847 -2.518 2.958 0.0 0.0 0.0
H -5.662 -2.484 -0.091 0.0 0.0 0.0
H -5.587 -3.892 1.009 0.0 0.0 0.0
H -3.499 -2.727 -1.089 0.0 0.0 0.0
H -3.095 -4.222 -0.175 0.0 0.0 0.0
H -2.072 -2.765 -0.068 0.0 0.0 0.0
F 4.737 0.707 -4.048 0.0 0.0 0.0
C 3.394 0.705 -4.168 -0.1 0.0 0.1
F 3.012 -0.578 -4.259 0.0 0.0 0.0
F 3.096 1.318 -5.314 0.0 0.0 0.0
S 2.636 1.500 -2.644 0.3 0.0 -0.1
O 2.540 0.908 0.415 0.5 0.0 0.0
O 3.259 2.836 -2.682 0.0 0.0 0.0
N 1.130 1.612 -3.197 -0.4 -0.2 -0.2
S -0.148 1.002 -2.513 0.7 0.7 -0.2
O 0.195 0.364 -1.215 -0.2 -0.3 -0.6
O -1.182 1.982 -2.515 -0.1 -0.2 0.1
C -0.583 -0.372 -3.753 0.1 -0.1 0.1
F -1.778 -0.240 -4.294 -0.1 0.1 0.2
F -0.419 -1.560 -3.199 -0.1 0.1 0.0
F 0.284 -0.279 -4.776 0.1 0.0 0.0
O 2.550 -2.021 4.052 0.0 0.0 0.0
S 1.346 -1.328 3.697 0.1 -0.1 0.0
O 0.874 -0.361 4.664 0.0 0.0 0.0
O 1.435 -0.705 2.340 -0.1 0.0 0.3
C 0.020 -2.521 3.539 0.0 0.0 0.0
C -0.846 -2.581 4.622 0.0 0.0 0.0
C -1.911 -3.468 4.633 0.0 0.0 0.0
C -2.114 -4.306 3.552 0.0 0.0 0.0
C -1.254 -4.250 2.466 0.0 0.0 0.0
C -0.192 -3.359 2.440 0.1 0.0 0.0
S 0.797 -3.359 0.938 0.0 -0.1 -0.1
O 0.347 -4.493 0.174 0.0 0.0 0.0
O 2.179 -3.339 1.328 0.0 0.0 0.0
O 0.371 -2.074 0.266 0.4 -0.2 0.0
H -0.681 -1.902 5.447 0.0 0.0 0.0
H -2.585 -3.489 5.481 0.0 0.0 0.0
H -2.953 -4.990 3.534 0.0 0.0 0.0
H -1.402 -4.885 1.606 0.0 0.0 0.0
C 3.062 -0.325 0.102 -0.1 0.1 0.1
H 3.650 -0.797 0.887 0.0 -0.1 0.0
H 3.446 -0.439 -0.911 -0.1 0.0 0.0
O -4.732 -0.456 -1.722 -0.1 -0.1 0.2
C -3.606 0.085 -1.792 0.2 0.0 -0.1
O -2.476 -0.450 -1.745 -0.2 0.0 0.0
H -3.602 1.197 -1.934 0.0 0.0 0.0